[1]
61
Properties=species:S:1:pos:R:3:nbo_charge:R:1 method="wB97M-V/def2-TZVPD" de_lowest_kcal_mol=44.45 multiplicity=2 charge=-1 e_homo_ev="-4.03 / -4.03" lumo_ev="2.21 / 1.38" s_squared=0.789
Ru -0.933 0.856 0.282 0.8499
O 1.952 -0.198 3.505 -0.7000
C 1.442 0.626 4.439 0.4323
C 2.152 0.774 5.632 -0.3083
C 1.684 1.609 6.626 -0.1837
C 0.497 2.316 6.456 -0.2761
C -0.210 2.169 5.278 -0.1306
C 0.240 1.330 4.259 -0.2346
C -0.537 1.205 3.009 0.5816
O -0.083 0.392 2.094 -0.6899
N -1.653 1.860 2.871 -0.4283
N -2.200 1.493 1.643 -0.1918
C -3.479 1.461 1.572 0.1115
C -4.207 0.816 0.490 -0.2401
C -5.566 1.106 0.330 -0.1462
C -6.355 0.444 -0.586 -0.3101
C -5.775 -0.570 -1.353 -0.2009
C -4.448 -0.900 -1.208 -0.2609
C -3.604 -0.219 -0.296 0.3874
O -2.358 -0.576 -0.204 -0.7359
H 1.335 -0.142 2.733 0.5137
H 3.078 0.225 5.743 0.2124
H 2.252 1.715 7.543 0.2000
H 0.133 2.976 7.232 0.2027
H -1.133 2.707 5.113 0.2318
H -4.029 1.867 2.417 0.1901
H -5.999 1.877 0.960 0.1970
H -7.401 0.696 -0.700 0.1996
H -6.378 -1.110 -2.075 0.1962
H -4.000 -1.690 -1.797 0.2001
O -0.281 0.608 -1.823 -0.9536
S 0.154 -0.831 -1.981 1.2881
C 0.397 -1.034 -3.748 -0.1590
C 0.749 0.060 -4.524 -0.2220
C 0.936 -0.117 -5.884 -0.1925
C 0.781 -1.376 -6.453 -0.2090
C 0.424 -2.461 -5.668 -0.2122
C 0.220 -2.289 -4.304 -0.2428
C 1.860 -0.838 -1.495 -0.2127
C 2.478 -2.177 -1.232 -0.3274
C 3.951 -2.039 -0.992 -0.1270
C 4.540 -0.846 -0.738 -0.2429
C 3.814 0.367 -0.801 -0.1672
C 2.473 0.343 -1.229 -0.2160
H 0.858 1.030 -4.055 0.2482
H 1.206 0.729 -6.503 0.2146
H 0.932 -1.508 -7.517 0.2108
H 0.290 -3.437 -6.116 0.2127
H -0.089 -3.120 -3.680 0.2228
H 2.313 -2.842 -2.094 0.2155
H 4.525 -2.957 -0.937 0.1960
H 5.593 -0.814 -0.485 0.2120
H 4.266 1.314 -0.543 0.2370
H 1.922 1.269 -1.330 0.2663
Se 2.751 4.211 0.465 -0.3707
C 1.317 3.124 0.394 0.1516
N 0.423 2.385 0.361 -0.5506
C 1.813 -2.847 -0.003 -0.5907
H 1.963 -2.224 0.880 0.2284
H 0.740 -2.975 -0.153 0.2200
H 2.262 -3.824 0.181 0.2034


[2]
9
Properties=species:S:1:pos:R:3:nbo_charge:R:1 method="wB97M-V/def2-TZVPD" de_lowest_kcal_mol=26.21 multiplicity=1 e_homo_ev=-9.75 lumo_ev=0.11
C 2.198 1.580 0.667 0.1622
C -0.008 -0.144 -0.257 -0.3746
C 0.021 0.676 0.756 -0.0759
N 1.175 1.291 1.242 -0.4585
Br 3.522 2.269 1.777 0.1140
Br 2.823 1.427 -1.232 -0.0038
H 0.858 -0.373 -0.951 0.2142
H -0.996 -0.598 -0.524 0.2094
H -0.908 0.652 1.347 0.2129


[3]
29
Properties=species:S:1:pos:R:3:nbo_charge:R:1 method="wB97M-V/def2-TZVPD" de_lowest_kcal_mol=3.57 multiplicity=1 charge=-1 e_homo_ev=-4.61 lumo_ev=2.93
C -3.088 2.306 -0.021 -0.2813
C -2.567 1.490 -1.044 -0.2721
C -1.121 1.583 -1.008 -0.4999
H -3.123 0.959 -1.816 0.2071
C -0.799 2.484 0.077 -0.2651
C -1.988 2.980 0.622 -0.2842
H -2.084 3.615 1.489 0.2010
H -4.140 2.469 0.187 0.1980
H -0.456 1.324 -1.841 0.2510
H 0.205 2.672 0.411 0.2103
Ga -0.316 -0.597 -0.076 1.5453
Cl -1.873 -1.611 0.979 -0.5418
C 0.597 -2.701 -0.430 -0.4881
C 1.666 -1.841 -0.872 -0.2805
C 1.312 -1.318 -2.153 -0.3882
H 2.648 -1.787 -0.407 0.2337
C 0.115 -1.975 -2.573 -0.3330
C -0.325 -2.832 -1.527 -0.3196
H -1.133 -3.553 -1.585 0.2201
H 0.606 -3.284 0.489 0.2374
H 1.919 -0.621 -2.729 0.2162
H -0.304 -1.943 -3.573 0.2103
F 3.085 1.566 2.639 -0.3250
C 2.556 0.334 2.831 0.8915
F 3.424 -0.601 2.332 -0.3304
F 2.478 0.095 4.170 -0.3239
C 1.183 0.286 2.045 0.6987
O 0.130 0.594 2.577 -0.5691
O 1.393 -0.094 0.804 -0.8184


[4]
20
Properties=species:S:1:pos:R:3:nbo_charge:R:1 method="wB97M-V/def2-TZVPD" de_lowest_kcal_mol=17.93 multiplicity=1 e_homo_ev=-9.19 lumo_ev=0.25
C 2.077 0.767 -1.426 -0.2900
C 1.015 1.451 -0.895 -0.3307
C -0.432 1.292 -1.405 0.5553
C -1.570 2.082 -0.814 -0.7135
O -0.674 0.505 -2.306 -0.5558
H 3.037 0.719 -0.910 0.1970
H 2.102 0.077 -2.348 0.2171
H 1.176 1.929 0.044 0.2103
H -2.131 1.276 -0.493 0.2409
H -2.019 2.622 -1.694 0.2479
H -1.320 2.818 0.004 0.2195
C -0.277 -2.355 0.446 -0.6905
C -0.572 -1.814 1.719 -0.1783
C 0.143 -0.867 2.393 -0.2544
Cl 1.791 -0.447 1.961 -0.0272
H -0.513 -3.446 0.319 0.2333
H 0.756 -1.999 0.177 0.2339
H -0.828 -1.821 -0.371 0.2482
H -1.516 -2.234 2.205 0.2129
H -0.247 -0.554 3.395 0.2240


[5]
18
Properties=species:S:1:pos:R:3:nbo_charge:R:1 method="wB97M-V/def2-TZVPD" de_lowest_kcal_mol=192.16 multiplicity=1 e_homo_ev="-7.09 / -7.10" lumo_ev="0.62 / 0.62"
C 0.614 -0.631 -1.652 -0.7121
C -1.704 -1.168 1.737 -0.7209
N 0.338 2.386 -1.408 -0.4216
C 0.154 0.138 -0.510 0.1404
C -0.337 -1.137 1.129 0.3485
C -0.015 1.128 0.218 -0.1198
O 1.699 2.371 -1.816 -0.6007
N 0.643 -1.872 1.336 -0.6807
H 2.263 2.500 -1.038 0.4444
H 0.209 3.261 -0.888 0.2971
H 0.486 -2.682 1.953 0.3380
H -0.388 1.649 1.069 0.2331
H -0.220 -0.883 -2.307 0.2424
H 1.345 -0.039 -2.203 0.2684
H 1.067 -1.558 -1.289 0.2558
H -1.803 -1.979 2.469 0.2187
H -2.459 -1.262 0.953 0.2392
H -1.890 -0.221 2.249 0.2299


[6]
89
Properties=species:S:1:pos:R:3:mulliken_charge:R:1 method="wB97M-V/def2-TZVPD" de_lowest_kcal_mol=1.18 multiplicity=1 charge=+1 e_homo_ev=-9.08 lumo_ev=-3.34
La -0.120 0.014 0.199 1.6576
C 1.555 3.546 -4.232 -0.6598
C 1.629 4.388 -3.130 -0.6379
C 1.019 4.047 -1.934 -0.3773
C 0.311 2.849 -1.824 -0.0099
C 0.240 2.007 -2.932 -0.1283
C 0.858 2.351 -4.125 -0.8086
N -0.244 2.430 -0.592 0.2992
C -0.960 3.269 0.151 -0.3353
C -1.557 4.484 -0.344 -0.3307
C -2.299 5.291 0.458 -0.6627
C -2.526 4.994 1.830 -0.7845
C -2.002 3.853 2.344 -0.5703
C -1.240 2.971 1.530 0.6609
N -0.728 1.799 2.035 1.1068
N -0.796 1.626 3.293 -1.1327
C -0.415 0.337 3.719 0.1264
C -0.238 0.181 5.097 -0.5172
C 0.058 -1.071 5.583 -0.4449
C 0.154 -2.139 4.690 -1.2324
C -0.030 -1.890 3.347 -0.6451
N -0.298 -0.671 2.855 0.3789
H 2.038 3.817 -5.161 0.4060
H 2.179 5.318 -3.200 0.4014
H 1.109 4.699 -1.075 0.5401
H -0.309 1.077 -2.858 0.3150
H 0.788 1.683 -4.974 0.4353
H -1.411 4.739 -1.384 0.5249
H -2.742 6.182 0.031 0.4092
H -3.123 5.659 2.437 0.4097
H -2.169 3.575 3.374 0.4627
H -0.347 1.044 5.737 0.5438
H 0.203 -1.222 6.645 0.4252
H 0.370 -3.143 5.029 0.5304
H 0.061 -2.685 2.613 0.8585
Cl 5.503 -2.807 -4.412 -0.2171
C 4.408 -1.952 -3.372 0.0532
C 4.905 -0.982 -2.495 -0.5358
C 4.054 -0.287 -1.669 -0.2682
C 2.666 -0.542 -1.670 0.1265
O 1.876 0.129 -0.887 -0.1646
C 2.175 -1.532 -2.560 0.3271
C 0.772 -1.848 -2.720 -0.8061
N -0.207 -1.519 -1.948 1.2516
C -1.514 -1.900 -2.376 -1.3382
C -1.801 -3.101 -2.963 -0.1663
C -3.104 -3.389 -3.429 -1.2488
C -4.102 -2.468 -3.306 -0.7955
C -3.847 -1.231 -2.664 0.8493
C -4.844 -0.240 -2.491 -0.8746
C -4.541 0.916 -1.839 -1.0983
C -3.240 1.073 -1.315 -0.1074
N -2.294 0.177 -1.451 0.7321
C -2.564 -0.961 -2.159 0.7531
C 3.064 -2.209 -3.418 -1.2075
H 5.966 -0.772 -2.484 0.4478
H 4.428 0.490 -1.016 0.5563
H 0.550 -2.414 -3.629 0.5643
H -1.021 -3.842 -3.085 0.6599
H -3.298 -4.344 -3.899 0.4448
H -5.097 -2.669 -3.683 0.4458
H -5.837 -0.415 -2.886 0.4605
H -5.272 1.699 -1.699 0.4897
H -2.986 1.968 -0.757 0.0808
H 2.681 -2.942 -4.118 0.4524
N -1.844 -1.954 0.635 -0.2842
C -2.365 -2.925 0.991 0.0809
N -2.962 -4.030 1.354 -0.0153
C -2.409 -5.321 0.905 -0.7033
C -1.577 -5.954 2.009 -0.3890
C -2.375 -6.046 3.307 -0.8133
C -2.903 -4.677 3.729 -0.0249
C -3.726 -4.047 2.618 -0.8996
H -1.834 -5.140 -0.002 0.3790
H -3.260 -5.954 0.641 0.3120
H -0.673 -5.355 2.163 0.1591
H -1.248 -6.943 1.684 0.3874
H -1.759 -6.474 4.098 0.3712
H -3.216 -6.733 3.167 0.3250
H -2.067 -4.013 3.972 -0.1130
H -3.517 -4.757 4.628 0.3948
H -4.021 -3.023 2.843 0.4856
H -4.636 -4.622 2.426 0.3168
N 1.996 -2.860 0.812 -0.4837
N 2.150 -1.524 1.330 -0.5857
H 2.876 -3.367 0.866 0.2987
H 1.792 -2.769 -0.179 0.1209
H 3.000 -1.088 0.981 0.2744
H 2.218 -1.596 2.337 0.3250


[7]
41
Properties=species:S:1:pos:R:3:nbo_charge:R:1 method="wB97M-V/def2-TZVPD" de_lowest_kcal_mol=21.77 multiplicity=5 charge=+1 e_homo_ev="-11.88 / -11.88" lumo_ev="-3.23 / -7.45" s_squared=6.017
Rh -1.519 -1.256 0.168 1.2916
C -2.398 -0.514 2.648 -0.1930
C -2.596 -1.835 2.231 -0.2563
C -3.478 -2.110 1.165 -0.2872
C -4.130 -1.046 0.517 -0.2128
C -3.918 0.265 0.937 -0.1976
C -3.054 0.530 2.000 -0.1842
H -1.765 -0.310 3.500 0.2562
H -2.171 -2.648 2.805 0.2655
H -3.738 -3.134 0.931 0.2666
H -4.847 -1.251 -0.266 0.2556
H -4.444 1.077 0.455 0.2485
H -2.916 1.547 2.341 0.2460
O 0.265 -2.625 0.138 -0.6818
C 1.006 -1.672 0.510 0.7609
O 0.435 -0.576 0.841 -0.7198
C 2.475 -1.775 0.579 -0.1318
C 3.116 -3.005 0.459 -0.1758
C 4.490 -3.070 0.609 -0.2115
C 5.223 -1.917 0.857 -0.1704
C 4.586 -0.685 0.947 -0.2037
C 3.213 -0.611 0.806 -0.1850
H 2.530 -3.893 0.264 0.2349
H 4.994 -4.023 0.531 0.2265
H 6.296 -1.978 0.977 0.2254
H 5.162 0.213 1.122 0.2226
H 2.693 0.334 0.868 0.2287
Br 0.650 5.130 -4.212 0.1141
C 0.156 3.899 -2.859 -0.0676
C 0.297 4.249 -1.525 -0.1960
C -0.096 3.350 -0.546 -0.1762
C -0.629 2.119 -0.892 -0.2078
C -0.725 1.776 -2.228 -0.0580
C -0.340 2.661 -3.230 -0.2341
C -1.258 0.372 -2.652 0.7507
O -1.230 0.182 -3.874 -0.0889
O -1.682 -0.421 -1.777 -0.7082
H 0.707 5.212 -1.259 0.2472
H 0.016 3.604 0.499 0.2341
H -0.950 1.447 -0.118 0.2240
H -0.426 2.389 -4.272 0.2484


[8]
68
Properties=species:S:1:pos:R:3:nbo_charge:R:1 method="wB97M-V/def2-TZVPD" multiplicity=1 smiles="CCOCC1=C(CCN(CC)C(C)=O)C(=O)OC1=O.CCOS(C)(=O)=O.CCOS(C)(=O)=O" e_homo_ev=-9.48 lumo_ev=-0.30
C 2.400 4.613 -2.745 -0.6283
C 2.816 3.146 -2.588 -0.0636
O 1.668 2.332 -2.349 -0.5332
C 1.787 1.533 -1.192 -0.1120
C 0.816 0.389 -1.343 -0.0261
C 0.637 -0.617 -0.522 -0.0918
C 1.349 -0.904 0.773 -0.4555
C 2.564 -1.792 0.434 -0.2069
N 3.037 -2.636 1.550 -0.5033
C 3.201 -1.887 2.808 -0.2343
C 1.982 -2.156 3.750 -0.6208
C 4.295 -3.164 1.103 0.7272
C 4.262 -4.406 0.217 -0.7178
O 5.335 -2.671 1.360 -0.5557
C -0.399 -1.581 -1.027 0.7778
O -0.760 -2.567 -0.589 -0.4940
O -0.834 -1.047 -2.223 -0.5231
C -0.145 0.116 -2.487 0.7649
O -0.324 0.687 -3.460 -0.4758
H 2.304 5.134 -1.790 0.2041
H 3.170 5.120 -3.336 0.2093
H 1.470 4.679 -3.314 0.2233
H 3.254 2.821 -3.540 0.1786
H 3.567 3.058 -1.796 0.1692
H 1.427 2.110 -0.323 0.2012
H 2.807 1.172 -1.033 0.1936
H 1.695 0.058 1.167 0.2216
H 0.681 -1.330 1.521 0.2484
H 3.363 -1.180 -0.017 0.1814
H 2.235 -2.478 -0.359 0.2032
H 4.070 -2.241 3.362 0.2200
H 3.357 -0.811 2.669 0.1845
H 2.362 -2.264 4.769 0.2122
H 1.228 -1.373 3.680 0.2029
H 1.594 -3.137 3.468 0.2220
H 3.681 -5.220 0.652 0.2369
H 3.875 -4.118 -0.767 0.2294
H 5.292 -4.723 0.058 0.2358
C 1.563 6.184 2.954 -0.6407
C 0.101 6.400 3.295 -0.0780
O -0.765 5.511 2.568 -0.7204
S -0.844 3.989 3.037 2.3844
C -2.252 3.534 2.079 -0.8872
O -1.190 3.945 4.423 -0.9307
O 0.296 3.285 2.530 -0.9448
H 1.909 5.209 3.298 0.2264
H 2.180 6.948 3.426 0.2193
H 1.714 6.220 1.874 0.2151
H -0.075 6.302 4.368 0.1996
H -0.195 7.409 3.010 0.1971
H -3.114 4.093 2.433 0.2538
H -2.410 2.466 2.218 0.2539
H -2.049 3.749 1.033 0.2528
C -3.428 -2.682 -2.562 -0.6426
C -4.882 -2.467 -2.194 -0.0765
O -5.764 -3.378 -2.877 -0.7252
S -5.827 -4.889 -2.369 2.3862
C -7.258 -5.366 -3.281 -0.8868
O -6.132 -4.894 -0.971 -0.9384
O -4.699 -5.601 -2.881 -0.9321
H -3.068 -3.645 -2.202 0.2290
H -2.804 -1.906 -2.124 0.2261
H -3.299 -2.672 -3.645 0.2147
H -5.032 -2.539 -1.114 0.1950
H -5.190 -1.466 -2.496 0.1913
H -8.111 -4.798 -2.919 0.2491
H -7.412 -6.430 -3.113 0.2525
H -7.080 -5.176 -4.336 0.2520


[9]
107
Properties=species:S:1:pos:R:3:mulliken_charge:R:1 method="wB97M-V/def2-TZVPD" de_lowest_kcal_mol=0.00 multiplicity=1 e_homo_ev="-7.74 / -7.74" lumo_ev="-0.83 / -0.83"
Ce 0.398 0.611 0.498 1.1177
N 0.456 3.478 3.225 -0.0511
C -0.776 3.027 2.815 0.1153
N -1.925 3.482 3.283 -0.5888
N -2.860 2.749 2.639 -0.7835
N -2.303 1.914 1.837 -0.2570
N -0.951 2.064 1.913 0.8340
C 1.606 3.326 2.473 0.1405
N 2.690 4.046 2.700 -0.6918
N 3.571 3.603 1.782 -0.8530
N 3.050 2.676 1.067 -0.2146
N 1.761 2.460 1.471 1.0343
H 0.449 4.259 3.859 0.3013
N -0.950 -2.634 -3.027 -0.1396
C -2.314 -2.922 -2.739 0.0890
C -2.822 -4.187 -2.973 -0.7677
C -4.153 -4.461 -2.681 -0.6249
C -4.959 -3.475 -2.130 -0.8073
C -4.433 -2.215 -1.875 -0.6204
C -3.116 -1.930 -2.203 0.7580
S -2.479 -0.312 -1.977 -0.3165
N -0.817 -0.652 -1.763 0.0304
C -0.281 -1.660 -2.333 0.2185
C 1.222 -1.770 -2.270 0.8376
C 1.945 -2.652 -3.053 -0.9977
C 3.327 -2.678 -2.903 -1.0027
C 3.916 -1.814 -2.002 -1.5171
C 3.111 -0.932 -1.292 -0.5312
N 1.788 -0.915 -1.424 1.1546
H -0.402 -3.441 -3.274 0.1431
H -2.183 -4.958 -3.387 0.3940
H -4.552 -5.446 -2.879 0.3966
H -5.993 -3.684 -1.893 0.4361
H -5.049 -1.446 -1.425 0.4805
H 1.474 -3.297 -3.783 0.5852
H 3.922 -3.363 -3.491 0.4334
H 4.985 -1.798 -1.846 0.5890
H 3.524 -0.228 -0.581 0.8092
C -3.472 -5.605 5.654 -1.6203
C -3.455 -4.075 5.748 1.9670
C -4.804 -3.579 6.285 -1.5953
C -2.363 -3.667 6.735 -2.0714
C -3.222 -3.478 4.358 0.6727
C -4.120 -3.778 3.322 -0.2731
C -3.999 -3.264 2.036 -2.5517
C -2.930 -2.425 1.826 1.5123
O -2.559 -1.754 0.653 0.1966
B -1.441 -1.085 1.036 1.3764
O -1.055 -1.265 2.327 -0.7394
C -2.041 -2.129 2.825 -0.7987
C -2.144 -2.628 4.101 -0.8985
H -3.608 -6.037 6.647 0.4450
H -2.534 -5.984 5.243 0.3784
H -4.284 -5.966 5.021 0.3132
H -4.981 -3.982 7.285 0.4391
H -5.632 -3.890 5.647 0.3254
H -4.822 -2.489 6.348 0.3771
H -2.565 -4.127 7.704 0.4230
H -2.330 -2.586 6.886 0.3972
H -1.374 -3.997 6.412 0.4127
H -4.954 -4.435 3.529 0.3936
H -4.702 -3.502 1.249 0.5074
H -1.418 -2.355 4.851 0.6779
F 1.449 -0.115 2.701 -0.2023
C 2.347 -0.612 1.700 -0.1924
F 1.544 -1.697 1.188 -0.2771
C 3.482 -1.266 2.448 0.7024
F 4.201 -0.344 3.089 -0.2435
F 4.286 -1.903 1.575 -0.2385
F 3.089 -2.180 3.357 -0.2505
C -3.880 4.162 -2.145 -0.9676
N -2.622 3.434 -2.087 0.2674
C -1.830 3.057 -3.147 -1.1044
C -0.814 2.338 -2.608 -0.8748
N -0.955 2.262 -1.238 1.2714
C -2.069 2.923 -0.975 -0.9335
H -3.843 4.865 -2.974 0.3480
H -4.011 4.716 -1.220 0.3482
H -4.718 3.481 -2.282 0.3088
H -2.056 3.334 -4.162 0.5450
H 0.005 1.865 -3.121 0.6708
H -2.510 3.052 -0.001 0.3489
N 1.935 1.940 -1.395 0.1378
S 2.613 2.046 -2.816 -0.0060
C 2.574 3.772 -3.285 0.7545
C 1.916 4.662 -2.454 -0.1093
C 1.859 6.004 -2.817 -0.8349
C 2.441 6.434 -3.997 -0.4786
C 3.086 5.525 -4.830 -0.6735
C 3.154 4.189 -4.479 -0.6543
C 4.373 1.822 -2.707 0.6227
C 5.085 2.365 -1.640 -0.2343
C 6.444 2.117 -1.551 -0.8178
C 7.082 1.350 -2.522 -0.4353
C 6.364 0.819 -3.583 -0.7878
C 4.996 1.046 -3.671 -0.1324
H 2.491 2.480 -0.724 -0.2489
H 1.451 4.301 -1.546 0.2863
H 1.358 6.710 -2.168 0.4500
H 2.395 7.480 -4.274 0.3885
H 3.541 5.862 -5.753 0.3918
H 3.668 3.482 -5.119 0.4126
H 4.589 2.946 -0.871 0.2549
H 7.002 2.521 -0.717 0.4761
H 8.146 1.166 -2.445 0.4106
H 6.861 0.223 -4.337 0.4122
H 4.417 0.620 -4.483 0.4892


[10]
19
Properties=species:S:1:pos:R:3:nbo_charge:R:1 method="wB97M-V/def2-TZVPD" de_lowest_kcal_mol=85.23 multiplicity=1 smiles="CC(=C(N)N)[C@@H]1CN1" e_homo_ev=-6.15 lumo_ev=0.97
C -0.655 -0.900 1.439 -0.6438
C 0.040 -0.144 0.332 -0.1462
C 0.042 1.219 0.312 0.2793
N 0.830 1.992 -0.551 -0.8407
N -0.619 2.012 1.262 -0.8420
C 0.994 -0.955 -0.514 -0.0913
C -0.352 -1.178 -1.519 -0.2042
N 0.434 -2.223 -0.956 -0.6056
H -0.673 -1.960 1.195 0.2368
H -0.121 -0.777 2.385 0.2095
H -1.686 -0.569 1.581 0.2040
H 0.388 2.870 -0.797 0.3724
H 1.160 1.497 -1.367 0.3693
H -1.021 1.493 2.027 0.3762
H -0.050 2.771 1.619 0.3699
H 1.810 -0.455 -1.038 0.1934
H -0.129 -0.730 -2.483 0.1831
H -1.418 -1.243 -1.321 0.2045
H 1.028 -2.721 -1.607 0.3753


For the records above, the corresponding calculated total energy values read -120833.2140 -144732.8648 -89753.9464 -22004.8610 -10366.9723 -71372.8893 -102214.7777 -65951.5792 -119496.3410 -9830.2104 eV.